# C46H130N8O15

A 15-piece molecular cluster, C46H130N8O15 overall at a distorted geometry (ωB97M-V with the def2-TZVPD basis set, OMol25).

The geometry in XYZ format:
```
199
Properties=species:S:1:pos:R:3:forces:R:3
C 2.972292 -1.748994 -0.745890 -0.6 0.1 -0.6
C 2.753582 -3.236506 -0.551891 0.4 -0.1 0.4
O 1.453673 -3.689391 -0.949157 0.4 1.9 0.0
H 2.444791 -1.418098 -1.640504 -0.1 0.1 0.0
H 4.019048 -1.507148 -0.930037 0.1 -0.1 0.3
H 2.602290 -1.194516 0.116513 0.0 0.2 -0.1
H 2.902832 -3.390348 0.516819 -0.1 -0.5 0.2
H 3.556839 -3.776788 -1.052870 -0.2 -0.3 -0.3
H 1.413787 -4.643893 -0.854650 0.3 -1.0 0.1
C -1.760723 5.603655 -3.652515 -0.5 1.1 0.2
C -0.370291 5.402447 -3.065740 -1.1 -0.3 -0.7
O -0.540959 4.773661 -1.787455 0.3 0.5 -0.9
H -2.477159 4.814373 -3.424784 0.3 -0.3 -0.2
H -1.786133 5.863571 -4.710769 0.4 -0.6 -0.2
H -2.191878 6.515769 -3.239890 -0.1 0.0 0.5
H 0.103117 6.384137 -3.049583 0.2 0.1 0.6
H 0.213311 4.809993 -3.770366 0.2 -0.4 0.3
H 0.335931 4.516209 -1.493541 0.5 -0.3 0.4
C -2.386416 -4.349369 -2.003869 -0.1 0.3 -0.1
C -2.988834 -3.720588 -0.776076 -0.3 0.9 -0.2
O -4.410974 -3.797031 -0.871554 0.6 -0.5 0.0
H -1.321245 -4.161545 -2.138901 0.2 -0.2 0.5
H -2.835920 -3.869873 -2.873429 -0.3 -0.3 -0.1
H -2.619414 -5.413664 -1.971160 0.2 -0.1 -0.4
H -2.765818 -2.655760 -0.708878 0.5 0.2 -0.2
H -2.616260 -4.140121 0.158422 0.0 -0.4 0.1
H -4.709919 -3.018412 -0.396165 -1.0 0.1 0.3
C 2.488253 6.310440 -0.945021 0.1 1.8 -1.1
C 3.100052 5.004040 -1.387384 -0.7 -0.1 1.3
O 2.262314 3.969975 -0.887043 -0.3 -0.9 -1.8
H 1.403003 6.320014 -0.843812 0.0 -0.6 0.3
H 2.601797 7.022021 -1.762851 0.3 0.4 -0.1
H 2.942782 6.797211 -0.082151 0.0 -0.4 0.2
H 4.091710 4.906508 -0.945566 0.3 -0.1 -0.2
H 3.180108 4.930914 -2.471985 -0.2 -0.2 0.1
H 2.387922 3.893989 0.061673 0.2 0.4 0.9
C -4.808959 -1.664370 -3.945392 0.5 0.4 0.3
C -3.374291 -1.084265 -3.966248 -0.7 -0.7 0.3
O -3.370123 0.280847 -4.253779 -1.1 0.7 0.1
H -5.358616 -0.997574 -3.281030 -0.4 0.1 -0.3
H -4.870046 -2.636092 -3.455348 0.4 -0.1 0.0
H -5.295211 -1.759743 -4.916253 0.1 0.3 0.0
H -2.738331 -1.628362 -4.664543 0.2 -0.2 0.0
H -3.018526 -1.178171 -2.940232 0.4 -0.5 0.2
H -2.552454 0.546717 -4.680769 0.4 -0.1 -0.6
C -0.817537 -2.124942 3.204362 1.1 -1.3 -0.4
C 0.003875 -2.850752 2.100165 -0.4 -0.1 1.3
O -0.291925 -2.320803 0.845773 -0.3 0.7 -0.2
H -0.932329 -1.053626 3.039425 -0.2 -0.1 -0.1
H -0.231719 -2.283675 4.109745 -0.2 0.2 0.3
H -1.735760 -2.700966 3.319115 -0.3 0.7 0.0
H -0.259689 -3.907491 2.144166 -0.2 -0.2 -0.1
H 1.067169 -2.853912 2.339921 0.3 0.6 -0.1
H 0.299114 -2.722867 0.204980 0.3 -0.4 -0.7
C -1.196091 0.670429 -1.043288 1.3 0.0 -1.1
C 0.196890 1.001376 -0.469053 -1.6 -1.9 0.4
O 0.215964 0.415677 0.866393 0.7 2.3 0.1
H -1.250249 -0.377387 -1.338633 -0.3 -0.3 0.6
H -1.295380 1.157631 -2.013278 -0.3 0.5 0.0
H -1.978547 0.986799 -0.353535 0.1 -0.1 -0.1
H 0.275550 2.086099 -0.541782 0.5 0.1 1.0
H 1.035366 0.541009 -0.991670 -0.1 0.2 -0.6
H 0.048406 -0.529592 0.867509 -0.3 -0.7 -0.6
C 1.558681 0.708702 6.657505 0.7 0.0 0.1
C 1.629624 -0.611271 5.901963 -0.9 0.3 0.1
C 3.000514 -0.959861 5.231371 -1.2 -0.1 1.1
O 2.778126 -2.080211 4.389366 -1.7 0.5 1.0
C 3.701383 -2.348104 3.433560 1.6 -0.2 -0.9
N 1.183118 -1.634467 6.857724 0.6 -0.8 0.1
H 2.206372 0.620096 7.529719 0.2 0.4 0.0
H 0.551488 0.889397 7.033025 -0.1 -0.2 -0.1
H 1.816065 1.563960 6.032693 0.2 0.0 0.0
H 0.807689 -0.525541 5.191214 0.5 0.0 -1.1
H 3.702451 -1.245836 6.014708 0.1 -0.2 0.3
H 3.461929 -0.084698 4.773887 -0.3 0.1 -0.7
H 4.710969 -2.372469 3.843754 0.3 -0.1 0.1
H 3.723098 -1.615132 2.627100 -0.2 0.3 -0.2
H 3.523203 -3.329122 2.993166 -0.2 0.0 0.1
H 0.297240 -1.387164 7.275051 0.0 0.5 0.1
H 0.966596 -2.497380 6.379597 0.3 -0.3 -0.2
C -3.899743 -0.645627 1.510990 0.1 0.0 -0.6
C -4.482833 -2.001937 1.937995 -0.7 1.2 0.3
C -4.789296 -2.013635 3.434886 0.4 -0.3 1.2
O -5.539777 -0.891474 3.927874 0.0 0.2 0.2
C -5.883956 -0.926980 5.337140 -0.1 -0.8 -0.9
N -5.704455 -2.206432 1.187233 -0.9 0.4 -1.0
H -3.362273 -0.637836 0.562749 0.1 -0.7 -0.1
H -3.189841 -0.211148 2.214805 -0.4 -0.1 0.2
H -4.731222 0.022496 1.286581 0.1 0.3 0.6
H -3.832640 -2.823222 1.636602 0.3 -0.1 0.7
H -3.855607 -2.092055 3.991812 0.3 0.2 0.2
H -5.327023 -2.932662 3.667965 -0.3 -0.3 0.0
H -5.024954 -1.027648 6.000529 0.3 0.1 -0.2
H -6.538675 -1.774081 5.541706 0.0 -0.4 -0.1
H -6.478149 -0.066720 5.645356 0.4 0.3 -0.6
H -6.344405 -2.880209 1.582926 0.3 -0.5 0.2
H -6.256453 -1.360713 1.199524 0.0 0.3 -0.1
C 3.556946 1.848679 1.093425 -0.1 -0.5 -0.3
C 3.821380 3.012482 2.074405 -0.6 -1.0 -1.4
C 5.206164 3.609776 1.785132 0.2 -1.5 0.9
O 6.162319 2.637999 2.263546 -0.3 0.0 -0.2
C 7.501746 3.096630 2.134882 -0.8 -0.1 0.3
N 2.725931 3.993208 1.872359 1.4 -0.3 0.0
H 3.812785 2.103786 0.065033 0.4 0.2 0.0
H 2.516673 1.539826 0.990721 -0.4 0.4 0.5
H 4.043516 0.908969 1.354775 0.5 0.2 0.1
H 3.699451 2.600836 3.076293 0.7 0.1 0.3
H 5.334154 4.568376 2.287922 0.1 0.2 0.1
H 5.376674 3.699976 0.712331 -0.3 0.4 -0.2
H 7.658449 3.446643 1.114573 0.2 0.5 0.0
H 8.229420 2.304830 2.312802 -0.4 -0.3 0.1
H 7.608251 3.843656 2.921471 0.6 0.5 -0.4
H 2.875291 4.629187 2.642630 -0.6 0.6 0.0
H 1.914386 3.437959 2.102993 -0.5 0.2 0.4
C 5.804398 -1.707970 -6.305037 0.7 -0.2 1.3
C 4.659393 -1.042920 -5.586842 -1.6 0.6 -0.9
C 4.922373 -0.197849 -4.299362 -0.1 -0.5 -0.9
O 3.734821 0.469684 -3.888394 0.7 -0.3 0.7
C 3.975542 1.167561 -2.654678 -1.1 1.1 -0.8
N 3.991247 -0.300816 -6.665728 -0.2 1.0 0.2
H 6.437997 -2.123529 -5.521480 0.4 -0.5 -0.4
H 6.391671 -0.989532 -6.876926 0.1 0.1 0.1
H 5.439717 -2.475311 -6.987894 0.1 0.0 0.2
H 3.865600 -1.768166 -5.407935 0.3 -0.5 0.9
H 5.705849 0.526428 -4.522302 0.2 0.3 0.0
H 5.236435 -0.791378 -3.440769 0.3 -0.5 -0.2
H 3.000004 1.554255 -2.359903 -0.1 -0.1 0.2
H 4.563847 2.065362 -2.844282 0.4 0.0 -0.1
H 4.417584 0.651615 -1.802325 0.1 -0.7 -0.4
H 4.664294 0.165143 -7.257323 0.2 0.1 -0.1
H 3.435313 0.439179 -6.261426 -0.4 0.1 0.0
C -0.504983 -6.199717 0.513024 -0.7 -0.5 0.6
C 0.909541 -6.754657 0.681696 0.2 0.6 0.9
C 0.979905 -8.247219 1.148290 -0.6 1.0 -0.4
O 0.385951 -8.351696 2.436748 0.1 -1.0 -0.2
C 0.229661 -9.697846 2.922957 -0.2 0.1 0.5
N 1.709217 -6.403133 -0.493731 0.3 -1.6 -0.6
H -0.990080 -6.146829 1.487694 0.1 0.0 0.1
H -1.177651 -6.825840 -0.073137 0.2 -0.4 -0.2
H -0.612241 -5.205877 0.078431 0.7 0.0 0.0
H 1.419989 -6.173866 1.449947 -0.3 0.0 0.5
H 2.008686 -8.607341 1.152671 0.3 0.1 0.1
H 0.442111 -8.802882 0.380093 -0.3 -0.5 0.1
H -0.106663 -9.665795 3.959270 -0.1 0.5 0.0
H 1.127714 -10.312382 2.985780 0.6 0.4 -0.5
H -0.514980 -10.301005 2.403523 -0.1 0.3 -0.5
H 1.500596 -7.077173 -1.216403 -0.9 0.1 -0.8
H 2.648849 -6.747802 -0.358086 0.7 0.5 0.7
C -0.076445 2.197415 -4.485475 0.5 0.3 1.2
C 0.052529 0.926518 -5.281149 1.1 -0.8 1.0
C 0.360260 -0.314781 -4.372999 -0.3 0.1 -0.4
O 0.669258 -1.456193 -5.164645 0.6 2.0 -1.2
C 0.974033 -2.591528 -4.429157 -1.2 -0.3 0.3
N -1.170006 0.754739 -6.019157 -0.2 -0.6 -0.7
H 0.690575 2.222973 -3.711436 0.3 0.1 0.0
H -1.009838 2.267837 -3.926992 -0.3 -0.1 -0.2
H 0.042407 3.118671 -5.055795 -0.1 -0.2 -0.3
H 0.935070 0.997799 -5.916868 0.2 0.1 -0.3
H -0.493375 -0.533730 -3.731537 -0.5 -0.1 0.1
H 1.196420 -0.153696 -3.692566 0.3 0.5 -0.1
H -0.018860 -2.822797 -4.043454 0.1 -1.3 0.6
H 1.647209 -2.473370 -3.580055 0.3 0.4 0.0
H 1.361776 -3.341234 -5.118867 -0.2 -0.1 0.1
H -1.250513 1.511837 -6.682804 -0.2 0.4 0.0
H -1.075939 -0.052689 -6.618571 -0.1 -0.5 0.0
C -4.978508 5.459964 0.732065 -0.7 -1.7 -0.3
C -3.724905 4.727017 0.286017 -0.8 -0.9 0.0
C -3.823518 3.603770 -0.858321 -0.9 1.0 1.0
O -4.563632 2.490358 -0.380281 -0.1 -0.4 0.3
C -4.821662 1.452444 -1.339839 0.0 1.0 0.0
N -2.888859 5.795140 -0.143636 1.6 0.2 -1.4
H -4.724094 6.073304 1.596459 -0.2 0.0 -0.1
H -5.709342 4.691835 0.984942 -0.5 0.3 0.4
H -5.369664 6.068947 -0.082945 0.1 0.1 0.1
H -3.278316 4.268049 1.168069 -0.1 -0.6 0.1
H -2.830499 3.330478 -1.215171 0.4 -0.2 0.3
H -4.320329 4.020204 -1.734608 -0.3 0.3 -0.2
H -5.490494 0.696685 -0.928015 0.4 0.0 0.6
H -3.874891 1.038775 -1.687125 -0.2 -0.2 -0.2
H -5.409673 1.843680 -2.170064 0.3 0.3 -0.4
H -2.242482 6.013241 0.601158 0.2 0.3 0.0
H -2.325111 5.355513 -0.857090 0.8 0.7 -0.2
C -0.580407 4.390689 2.752191 0.1 -0.1 0.4
C -0.693002 3.001649 3.428351 -1.1 0.5 -0.6
C -1.999520 2.265019 3.014004 0.2 0.9 1.7
O -3.121172 2.975285 3.593927 0.1 0.2 -1.5
C -4.350335 2.322746 3.233726 0.5 -0.3 0.7
N 0.501951 2.196052 3.196535 0.0 0.0 0.1
H -0.308624 4.396539 1.696636 0.2 -0.4 -0.1
H 0.167591 4.957553 3.306498 0.2 0.1 -0.2
H -1.500679 4.971994 2.809390 -0.2 -0.3 0.2
H -0.783906 3.212723 4.493834 0.1 -0.2 0.1
H -2.041942 1.292594 3.504604 0.4 -0.5 -0.2
H -1.975868 2.130287 1.932616 -0.6 0.1 -0.3
H -5.225484 2.830483 3.639215 0.3 0.5 0.0
H -4.320238 1.359454 3.742883 -0.3 -0.4 -0.4
H -4.462620 2.207897 2.155617 0.1 0.0 0.0
H 0.373286 1.300989 3.646417 0.1 -0.2 0.7
H 0.525853 1.857468 2.245276 -0.2 0.2 -0.6
```
Forces are in eV/Å.

E ... -92436.9020 eV
Gap between HOMO and LUMO ... 8.871 eV
Relative energy (zero: lowest compared OMol25 entry of this formula, charge and spin) ... 56.7 kcal/mol
HOMO level ... -0.3127 Ha